Entry 1:
Formula: C29H56F8I2NO15P3
Source: OMol25
Level of theory: ωB97M-V/def2-TZVPD

As for the total charge: 0. As for the multiplicity: 1. The value obtained for the HOMO energy is -8.770 eV.

Structure (XYZ):
```
114
Properties=species:S:1:pos:R:3:lowdin_charge:R:1
F 0.7432 7.6871 0.4658 0.073
C -2.9234 -4.4330 1.9657 -0.076
O 6.2480 -1.9964 -4.8869 -0.211
N -6.1587 4.4863 -2.5922 0.047
P 2.7828 -3.0769 2.5635 0.709
H 2.4337 0.5538 4.8122 0.079
F 0.7154 4.9748 2.2081 0.055
H 3.7660 -5.3586 0.1201 0.115
H -4.9523 0.5541 3.4506 0.075
O 1.3441 -3.3807 2.1368 -0.222
H 5.8662 -4.8516 2.4227 0.088
O -6.1186 -1.7774 3.3443 -0.232
C 2.1611 -4.2231 -0.7368 -0.069
C 0.0816 7.7790 1.7156 -0.232
H 5.1374 -2.3931 -2.3894 0.060
F 1.0343 7.7544 2.7828 0.078
H -5.0205 -4.5925 6.9296 0.083
H -6.0365 -5.0296 5.5616 0.064
H -6.2544 -2.3837 7.0833 0.119
H 4.5067 0.5979 -2.2597 0.119
H -7.1402 -2.7993 5.6134 0.107
H -2.1081 3.6276 -3.6699 0.141
H 5.3970 -0.5958 -8.5317 0.114
O -3.7395 -1.8225 3.4123 -0.232
H -6.7745 -4.7845 7.1536 0.076
O -5.1099 -2.4389 5.4057 -0.226
H -4.6509 -5.3941 2.8460 0.108
H 3.0401 -1.1101 4.8609 0.064
H -8.7359 2.2713 -3.0367 0.088
H 5.8172 -3.3178 4.4602 0.120
O 5.4026 -0.5835 -6.4933 -0.235
C -0.4602 4.7406 0.1041 -0.101
C -1.4136 4.9384 -1.9825 -0.160
F -1.0583 9.5836 3.0645 0.029
O 3.2592 -0.9013 -5.5096 -0.225
H 4.9711 1.7160 -7.8256 0.078
C 4.1500 0.9947 -7.8175 -0.077
C -5.9987 -4.4256 6.4729 -0.087
H 5.6189 -3.2231 -7.3202 0.067
H 0.0081 3.6832 0.0957 0.165
H 5.8147 -5.7126 3.9778 0.080
C 4.4623 -0.3725 -2.7601 -0.297
O 4.3760 -2.7736 3.1220 -0.212
H -2.7684 5.3261 -3.7534 0.142
H 1.8615 0.3316 2.4330 0.117
C -6.3760 3.5492 -1.4314 -0.698
H 7.2968 -2.6983 -7.2181 0.088
O -3.7606 3.9816 -2.4024 -0.061
C 2.9066 -0.2334 4.2204 -0.084
C -4.0482 0.4994 2.8401 -0.080
H -2.8404 -0.9398 1.8099 0.117
H -4.5643 -1.2053 1.5988 0.091
H 3.5203 1.2472 -6.9618 0.073
C 4.6908 -0.4189 -7.7137 -0.317
C -7.6285 1.9371 -3.0413 -0.148
H 5.6489 -3.9784 -4.9650 0.109
C -1.0653 6.6666 1.8930 -0.204
H 2.3180 -5.3483 1.1147 0.102
C 6.4601 -3.3413 -5.3288 -0.300
O -1.7193 4.6421 -0.5941 -0.156
C 5.2462 -1.3938 -1.9569 -0.080
H 1.6845 -5.0510 -1.2675 0.077
H -2.0233 -3.9049 2.2882 0.085
H 6.8979 -4.4298 -7.1443 0.080
H -2.6383 -5.2376 1.2842 0.080
C -4.7718 4.9753 -2.3876 -0.525
I -5.5718 4.1872 0.5216 0.830
C -0.5459 9.2773 1.7632 -0.159
H -4.1445 1.2049 2.0108 0.046
H 3.4089 -0.6602 -2.8347 0.106
H -1.3570 9.3662 0.9608 0.180
H 7.3888 -3.6881 -4.8690 0.119
F -1.4571 4.3183 2.3883 0.064
H -3.5368 -3.7207 1.4066 0.068
P -5.0449 -2.7763 3.7875 0.704
H 3.8962 -1.1617 -7.8149 0.102
O 5.0199 -0.2018 -4.0563 -0.227
H 0.2612 5.4124 -0.4649 0.134
C -3.8055 -0.9065 2.3260 -0.312
H 1.0968 -0.9962 3.3105 0.107
C 2.0610 -0.5761 3.0077 -0.299
H -7.6648 0.8029 -3.2390 0.078
H -7.1294 2.4955 -3.8982 0.076
H 4.8930 -1.4278 -0.9231 0.076
C -2.5451 4.4704 -3.0154 -0.129
H -6.8227 5.2756 -2.5093 0.137
O 2.7431 -1.4773 2.1452 -0.236
F 0.5123 10.2014 1.5401 0.029
C 4.9135 -3.7484 4.0222 -0.299
C -6.2013 -2.9555 6.1537 -0.302
H 3.5637 1.1208 -8.7310 0.076
H -1.2673 6.0775 -2.0904 0.144
F -2.2501 7.0108 1.1811 0.086
O -4.5088 6.1864 -2.1700 0.041
H 2.8264 -3.6998 -1.4288 0.064
H 6.3125 -1.1559 -1.9599 0.083
C -7.0535 2.3051 -1.6026 -0.698
P 4.6914 -1.3480 -5.2021 0.702
H 4.3590 -5.5671 2.9866 0.067
O -3.8915 -3.9879 4.1657 -0.211
H -0.4303 4.4049 -2.2662 0.135
I -7.2696 1.0097 0.1602 0.743
H 4.2024 -3.9290 4.8333 0.110
H 3.9023 0.0992 3.9179 0.083
C -3.6862 -4.9837 3.1579 -0.299
C 6.5795 -3.4300 -6.8403 -0.081
C 2.9393 -4.7283 0.4644 -0.313
O 3.5040 -3.6349 1.1750 -0.239
H -3.1120 -5.7924 3.6169 0.119
H -3.2205 0.8194 3.4783 0.079
F -1.4360 6.7305 3.2785 0.071
H 1.3897 -3.5073 -0.4447 0.075
C 5.2630 -5.0449 3.3124 -0.081
C -0.5861 5.1636 1.6328 -0.258
```

Entry 2:
Formula: H14O7
Source: OMol25
Level of theory: ωB97M-V/def2-TZVPD

As for the total charge: 0. As for the SMILES: O.O.O.O.O.O.O. As for the multiplicity: 1. The value obtained for the HOMO energy is -11.191 eV. The energy above the lowest of the compared OMol25 structures with the same formula, charge and spin comes out at 53.4 kcal/mol.

Structure (XYZ):
```
21
Properties=species:S:1:pos:R:3:lowdin_charge:R:1
O -0.1508 -0.4897 -0.3212 -0.052
H -4.9202 2.8810 0.8236 0.027
H 0.6783 -0.0155 -0.3841 0.020
O 3.9679 0.5395 0.3159 -0.051
O -5.1787 1.9600 0.7914 -0.055
H 0.4039 -8.0329 1.3978 0.028
O 3.5030 4.6070 1.7514 -0.052
H 3.5475 3.7775 1.2758 0.019
H -4.2303 -4.4568 -1.3549 0.025
H -5.6991 -4.4281 -0.9894 0.028
H 1.3704 4.6443 -2.1973 0.025
H -4.4986 1.5381 0.2663 0.029
H 4.5068 0.0643 0.9483 0.032
O 0.9825 5.3718 -2.6837 -0.053
H -0.0636 -6.6916 0.8743 0.026
H 0.0937 -1.4119 -0.3988 0.027
O 0.3119 -7.1134 1.6472 -0.054
H 4.4359 0.4490 -0.5142 0.030
O -4.9166 -3.8778 -1.0233 -0.053
H 1.5961 6.0963 -2.5617 0.028
H 4.2602 4.5889 2.3367 0.029
```

Entry 3:
Formula: C4H10N
Source: OMol25
Level of theory: ωB97M-V/def2-TZVPD

As for the total charge: +1. As for the multiplicity: 1. The value obtained for the HOMO energy is -13.093 eV. The energy above the lowest of the compared OMol25 structures with the same formula, charge and spin comes out at 70.8 kcal/mol.

Structure (XYZ):
```
15
Properties=species:S:1:pos:R:3:lowdin_charge:R:1
C 1.2911 -0.0593 -0.1397 -0.256
C 1.1094 -0.8216 0.9525 -0.001
H -1.0190 -0.6772 -1.5593 0.143
C 1.4110 1.4364 0.0518 -0.122
H -2.9490 -0.5102 0.6083 0.131
H 0.4637 -1.6854 1.0777 0.058
H 1.3631 -0.4613 -1.1495 0.099
H -1.0214 0.4839 -0.2850 0.123
H 2.4317 1.8355 -0.0290 0.084
C -2.4838 -0.8736 -0.2989 0.181
H -2.6646 -1.8574 -0.7191 0.132
N -1.5340 -0.2035 -0.8342 0.197
H 1.5457 -0.4669 1.8856 0.077
H 1.1967 1.7828 1.0685 0.081
H 0.8595 2.0779 -0.6297 0.073
```

Entry 4:
Formula: C2H6NO2
Source: OMol25
Level of theory: ωB97M-V/def2-TZVPD

As for the total charge: -1. As for the multiplicity: 1. The value obtained for the HOMO energy is -3.479 eV. The energy above the lowest of the compared OMol25 structures with the same formula, charge and spin comes out at 45.7 kcal/mol.

Structure (XYZ):
```
11
Properties=species:S:1:pos:R:3:lowdin_charge:R:1
O -1.6121 0.1138 2.8359 -0.149
H -0.5119 0.9186 0.0595 -0.091
N -0.5842 0.4356 0.8675 -0.017
H 0.2039 0.0409 -1.6297 0.076
C -1.4768 0.7933 1.8226 -0.609
C 1.1765 -0.5532 -1.5996 -0.200
H 0.6372 -0.8691 0.3604 0.028
H -2.1164 1.7100 1.6418 0.077
H 1.0754 -1.3697 -2.3436 0.072
O 1.2038 -1.2554 -0.3727 -0.211
H 2.0046 0.0354 -1.6420 0.024
```

no.,gap between HOMO and LUMO (eV)
1,6.977
2,11.386
3,7.231
4,7.628